ORCA calculation (the ωB97M-V functional and the def2-TZVPD basis) on the ion C4H8BrClN4OP with charge +1.

Element x y z (Å)
C1 1.58118 1.43834 -0.25791
C2 1.14582 0.58487 0.93581
C3 0.80419 -0.82793 0.51897
Br1 0.30767 -2.01875 1.95207
N1 -0.21938 -0.90817 -0.54906
N2 0.02472 -1.64564 -1.62812
N3 -0.96508 -1.64729 -2.44816
N4 -1.90307 -0.91777 -1.91129
C4 -1.46885 -0.45057 -0.73605
P1 -2.71177 0.51418 0.29334
O1 -2.00381 0.14377 1.70306
Cl1 -1.99778 2.38263 -0.08511
H1 2.42935 0.98170 -0.77131
H2 1.90751 2.41193 0.10519
H3 0.77456 1.61848 -0.96425
H4 1.99737 0.49185 1.61279
H5 0.34996 1.05045 1.51103
H6 1.70001 -1.27314 0.08788
H7 0.87534 -2.16988 -1.80828
H8 -2.62794 0.24093 2.43940

Its energy above the lowest of the compared OMol25 structures with the same formula, charge and spin is 53.5 kJ/mol. Its charge is +1. The calculation puts the total energy at -104131.7987 eV. For the HOMO energy, the calculation gives -14.04 eV.